Entry 1:
Computed, not measured: C3H7AlFO2 as an isolated structure, with ωB97M-V/def2-TZVPD.

```
! wB97M-V def2-TZVPD RIJCOSX def2/J DEFGRID3
* xyz 0 2
Al 1.8276 0.5906 0.0338
O 1.8933 -1.0578 0.8583
C 0.5860 -1.3875 1.1708
C -0.3885 -0.8793 0.1156
O -0.0701 0.4923 -0.1098
C -0.9479 1.1824 -0.9812
H 0.2784 -0.9547 2.1480
H 0.4295 -2.4824 1.2546
H -1.4352 -0.9635 0.4506
H -0.2713 -1.4277 -0.8356
H -0.5383 2.1969 -1.0951
H -0.9602 0.6939 -1.9687
H -1.9635 1.1825 -0.5575
F 1.5602 2.8143 -0.4838
*
```

* energy above the lowest of the compared OMol25 structures with the same formula, charge and spin: 0.0 kcal per mole
* LUMO level (spin up / spin down): 0.49 / -1.04 eV
* gap between HOMO and LUMO (spin up / spin down): 7.877 / 9.563 eV

---

Entry 2:
Computed, not measured: C43H39HgN10O6S as an isolated structure, with ωB97M-V/def2-TZVPD.

```
! wB97M-V def2-TZVPD RIJCOSX def2/J DEFGRID3
* xyz -2 2
Hg -0.0506 0.2101 0.2074
N 2.9381 -3.0695 -6.0677
C 3.0724 -2.3330 -4.8919
C 3.6165 -2.9142 -3.7486
C 3.7918 -2.1696 -2.5985
C 3.4025 -0.8457 -2.5709
C 2.8942 -0.2425 -3.7041
C 2.7417 -0.9789 -4.8652
S 3.5128 0.0971 -1.0479
O 3.3890 1.4870 -1.4064
O 4.7678 -0.2320 -0.3980
N 2.2294 -0.3350 -0.1321
C 2.3078 -1.4643 0.5389
N 1.3965 -1.6243 1.5343
C 1.5594 -2.6478 2.3376
C 2.5786 -3.5821 2.1866
C 3.3702 -3.4102 1.0614
N 3.2472 -2.3880 0.2521
H 2.8227 -4.0621 -5.9202
H 2.2480 -2.6999 -6.7058
H 3.8947 -3.9592 -3.7676
H 4.2097 -2.5996 -1.7037
H 2.6283 0.8010 -3.6494
H 2.3487 -0.5216 -5.7601
H 0.8534 -2.7432 3.1557
H 2.7183 -4.4047 2.8696
H 4.1511 -4.1201 0.7929
O -0.6227 -2.3149 -0.7321
C -0.8385 -2.8106 -1.8200
C -0.7271 -2.2215 -3.1308
C -1.0492 -2.9919 -4.2365
C -0.9851 -2.4834 -5.5319
C -0.6250 -1.1247 -5.7214
C -0.3080 -0.3483 -4.6622
C -0.2951 -0.8391 -3.2954
O 0.0641 -0.1011 -2.3699
N -1.2676 -3.2823 -6.6342
O -1.6109 -4.4619 -6.4604
O -1.1530 -2.7996 -7.7733
H -1.1835 -3.8746 -1.8588
H -1.3622 -4.0219 -4.1098
H -0.6200 -0.7446 -6.7351
H -0.0335 0.6867 -4.8021
C -3.5334 4.2054 -2.3482
C -4.3274 3.6304 -1.3643
C -3.9553 2.4460 -0.7679
C -2.7561 1.8059 -1.1368
C -1.9787 2.3839 -2.1527
C -2.3618 3.5677 -2.7391
N -2.3226 0.6705 -0.5205
N -3.2709 -0.0593 0.0191
C -2.9444 -0.9458 0.9574
C -3.9132 -1.9192 1.3156
C -3.7050 -2.7029 2.4156
C -2.5314 -2.5226 3.1538
C -1.6101 -1.5895 2.7106
N -1.7819 -0.8324 1.6448
H -3.8269 5.1432 -2.8046
H -5.2503 4.1136 -1.0642
H -4.5608 1.9919 0.0036
H -1.0946 1.8572 -2.4653
H -1.7511 4.0019 -3.5207
H -4.7968 -2.0072 0.7021
H -4.4419 -3.4364 2.7223
H -2.3435 -3.0971 4.0480
H -0.6995 -1.4057 3.2603
C 3.0311 2.2546 4.3155
C 2.3492 0.9375 3.9457
C 1.0275 0.7962 4.6501
C 0.9986 0.2931 5.9370
C -0.1909 0.1622 6.6294
C -1.3668 0.5296 6.0014
C -1.3861 1.0446 4.7138
C -2.7295 1.3972 4.1259
C -2.7899 2.7154 3.3546
C -0.1707 1.1925 4.0175
N -0.1087 1.6255 2.7156
C 0.2263 2.8128 2.3597
C 0.4727 3.1804 1.0241
C 0.8660 4.4323 0.5184
C 1.1166 4.2447 -0.8298
C 0.8688 2.8987 -1.0932
N 0.4691 2.2640 0.0042
H 3.9939 2.3336 3.8182
H 3.1806 2.3197 5.3940
H 2.4173 3.0959 4.0067
H 3.0000 0.1075 4.2333
H 2.2071 0.8876 2.8648
H 1.9282 -0.0019 6.4048
H -0.1983 -0.2183 7.6424
H -2.3019 0.4233 6.5364
H -3.0404 0.5927 3.4552
H -3.4534 1.4314 4.9490
H -2.2298 3.4941 3.8720
H -3.8271 3.0391 3.2617
H -2.3819 2.5909 2.3560
H 0.3533 3.6095 3.1125
H 0.9452 5.3538 1.0723
H 1.4559 4.9749 -1.5442
H 1.0028 2.3716 -2.0183
*
```

* LUMO level (spin up / spin down): 4.15 / 4.15 eV
* gap between HOMO and LUMO (spin up / spin down): 5.451 / 6.666 eV

---

Entry 3:
Computed, not measured: one molecule with the formula C6H7NO, with ωB97M-V/def2-TZVPD.

```
! wB97M-V def2-TZVPD RIJCOSX def2/J DEFGRID3
* xyz 0 1
C 2.2876 0.0880 -0.5185
C 1.3697 0.8128 0.1174
C 0.0709 0.2602 0.7042
C -0.2674 -1.1754 0.4839
C -1.4234 -1.2399 -0.1594
N -1.9742 0.0265 -0.3883
C -1.0788 0.9949 0.0603
O -1.2904 2.2120 -0.0167
H 3.2143 0.5094 -0.9107
H 2.0755 -0.9680 -0.7379
H 1.4453 1.8883 0.2822
H 0.0759 0.5017 1.7752
H 0.3313 -2.0447 0.6965
H -1.9780 -2.1150 -0.4981
H -2.8583 0.2492 -0.8900
*
```

* energy above the lowest of the compared OMol25 structures with the same formula, charge and spin: 10.5 kcal per mole
* LUMO level: 0.90 eV
* gap between HOMO and LUMO: 9.678 eV
* structure (SMILES): C=C[C@@H]1C=CNC1=O

---

Entry 4:
Computed, not measured: C3H4N2O3 as an isolated structure, with ωB97M-V/def2-TZVPD.

```
! wB97M-V def2-TZVPD RIJCOSX def2/J DEFGRID3
* xyz 0 1
C 0.4310 -0.4265 -0.1699
C -1.8092 0.0735 0.0608
C 0.3498 0.9521 -0.0866
H 2.5013 -0.9275 -0.5861
H 1.8031 -1.8353 1.1207
H -1.1715 -1.8827 -0.7774
H 0.3313 2.7378 0.4685
N 1.5533 -1.2576 -0.0222
N -0.9185 -0.8718 0.1007
O -3.0421 0.0878 0.0226
O -1.0740 1.2287 -0.1580
O 1.0457 2.1215 0.0268
*
```

* energy above the lowest of the compared OMol25 structures with the same formula, charge and spin: 109.2 kcal per mole
* LUMO level: 0.08 eV
* gap between HOMO and LUMO: 8.350 eV

---

Entry 5:
Computed, not measured: a 5-piece molecular cluster, C28H41N5O6 overall, with ωB97M-V/def2-TZVPD.

```
! wB97M-V def2-TZVPD RIJCOSX def2/J DEFGRID3
* xyz 0 1
C -0.5135 -3.7171 0.2972
C 0.0499 -2.4772 0.9759
N -0.8511 -1.8293 1.9417
C -2.0933 -1.4223 1.4421
C -2.1526 -0.6439 0.2769
C -3.3748 -0.2305 -0.2261
C -4.5523 -0.5919 0.4201
C -4.4938 -1.3397 1.6008
C -3.2737 -1.7520 2.1128
C -5.7791 -1.6972 2.2767
O -5.8891 -1.7678 3.4813
C -6.9136 -1.9623 1.3359
C -7.8801 -2.9143 1.6312
C -8.8865 -3.1644 0.7054
C -8.9185 -2.4575 -0.4897
C -7.9722 -1.4808 -0.7720
C -6.9594 -1.2329 0.1448
C -5.8907 -0.2120 -0.1079
O -6.1162 0.8242 -0.6943
H -1.4725 -3.5374 -0.1922
H 0.1863 -4.0226 -0.4862
H -0.5940 -4.5603 0.9865
H 0.9373 -2.7716 1.5404
H 0.4162 -1.7421 0.2643
H -0.9925 -2.4205 2.7512
H -1.2274 -0.3758 -0.2146
H -3.4028 0.3696 -1.1266
H -3.2617 -2.3378 3.0250
H -7.8228 -3.4399 2.5754
H -9.6306 -3.9196 0.9216
H -9.7003 -2.6805 -1.2056
H -8.0129 -0.9323 -1.7042
C 0.8304 3.8872 2.9169
N 1.0272 2.7893 1.9828
C 0.4159 1.5806 1.9633
C -0.6194 1.3037 3.0295
O 0.6904 0.7558 1.0989
H 0.4948 4.7758 2.3811
H 1.7599 4.1313 3.4232
H 0.0865 3.6311 3.6627
H 1.7004 2.9128 1.2431
H -0.9925 0.2910 2.8853
H -0.1882 1.3821 4.0286
H -1.4405 2.0171 2.9426
C 2.2769 -0.6622 -4.6287
N 2.3866 -1.5161 -3.4604
C 2.1637 -1.1964 -2.1559
C 1.7420 0.2221 -1.8506
O 2.3005 -2.0418 -1.2848
H 1.5297 -1.0641 -5.3179
H 3.2334 -0.6074 -5.1522
H 1.9771 0.3398 -4.3438
H 2.6630 -2.4754 -3.5960
H 1.5969 0.3394 -0.7758
H 2.5051 0.9267 -2.1865
H 0.8032 0.4534 -2.3585
C 4.3752 -3.8422 -8.1021
N 4.1884 -2.4546 -7.7261
C 5.1101 -1.4532 -7.7090
C 6.5187 -1.7989 -8.1330
O 4.7983 -0.3265 -7.3631
H 3.7298 -4.0997 -8.9436
H 4.1301 -4.5010 -7.2673
H 5.4051 -4.0217 -8.3907
H 3.2689 -2.1594 -7.4378
H 7.1227 -0.8999 -8.0636
H 6.9444 -2.5633 -7.4821
H 6.5377 -2.1605 -9.1617
C 4.5966 6.8178 7.4462
N 3.4741 6.8364 6.5291
C 2.9867 5.8194 5.7711
C 3.6857 4.4825 5.8784
O 2.0238 5.9962 5.0420
H 4.2691 7.0761 8.4545
H 5.3544 7.5390 7.1358
H 5.0497 5.8329 7.4733
H 2.9672 7.7000 6.4152
H 3.1856 3.7760 5.2236
H 4.7302 4.5647 5.5763
H 3.6427 4.1037 6.8999
*
```

* energy above the lowest of the compared OMol25 structures with the same formula, charge and spin: 68.8 kcal per mole
* LUMO level: -0.18 eV
* gap between HOMO and LUMO: 7.771 eV
* structure (SMILES): CCNc1ccc2c(c1)C(=O)c1ccccc1C2=O.CNC(C)=O.CNC(C)=O.CNC(C)=O.CNC(C)=O

---

Entry 6:
Computed, not measured: a 2-piece molecular cluster, C4H12N3 overall, with ωB97M-V/def2-TZVPD.

```
! wB97M-V def2-TZVPD RIJCOSX def2/J DEFGRID3
* xyz 1 1
C -1.7988 -0.3277 1.4914
C -2.2509 1.8457 0.7183
N -1.9112 0.6628 0.3787
H -2.0796 -1.2995 1.0749
H -2.4614 -0.0183 2.3038
H -0.7492 -0.3282 1.8224
H -1.9030 2.6813 0.0841
H -2.9216 1.9469 1.6058
C 1.3107 0.1213 -0.8763
C 2.1014 -1.0067 -0.8462
N 3.4231 -1.1059 -0.3468
N -0.0557 0.0289 -1.4254
H 1.5750 1.1001 -0.4802
H 1.7271 -1.9518 -1.2808
H 3.6162 -2.0374 0.0679
H 3.6950 -0.3284 0.2626
H -0.1667 0.6557 -2.2254
H -0.8679 0.2881 -0.5926
H -0.2825 -0.9267 -1.7361
*
```

* energy above the lowest of the compared OMol25 structures with the same formula, charge and spin: 62.7 kcal per mole
* LUMO level: -3.25 eV
* gap between HOMO and LUMO: 9.194 eV

---

Entry 7:
Computed, not measured: a 4-piece molecular cluster, C7H21NO3 overall, with ωB97M-V/def2-TZVPD.

```
! wB97M-V def2-TZVPD RIJCOSX def2/J DEFGRID3
* xyz 1 2
C -1.5287 -2.7293 1.1394
C -1.8211 -1.2792 1.5697
C -0.5410 -0.4697 1.8327
C 0.3988 -0.3416 0.6081
N 1.3069 -0.9371 -1.9734
C 0.2802 -0.0634 -1.8511
C -0.2103 0.2023 -0.5864
C -0.2163 0.4731 -3.1662
H -2.2404 -3.1448 0.4323
H -1.6199 -3.4305 1.9670
H -0.5286 -2.8256 0.7216
H -2.4244 -0.7807 0.8106
H -2.4204 -1.3335 2.4632
H -0.7782 0.5430 2.1656
H -0.0460 -0.9239 2.6878
H 1.2910 0.0947 1.0810
H 0.8044 -1.3475 0.4471
H 1.2606 -1.7919 -1.4616
H 1.9154 -0.8235 -2.7617
H -1.1202 0.7792 -0.4849
H -0.1582 1.5522 -3.2480
H 0.2985 -0.0841 -3.9479
H -1.2410 0.1597 -3.3954
H 3.1979 0.6046 -0.6347
H 4.1834 -0.4896 -0.6036
O 3.7806 0.1669 -0.0330
H 2.4416 2.7162 2.6595
H 1.4203 2.2403 1.6683
O 1.7064 3.0321 2.1203
H -2.8785 2.8976 -0.4364
H -1.9594 3.9674 -0.1341
O -2.5534 3.3665 0.3444
*
```

* energy above the lowest of the compared OMol25 structures with the same formula, charge and spin: 3.4 kcal per mole
* LUMO level (spin up / spin down): -3.71 / -7.26 eV
* gap between HOMO and LUMO (spin up / spin down): 10.447 / 6.900 eV